Run one
# C43H40F4IN12S4Sn

A molecular structure, C43H40F4IN12S4Sn (ωB97M-V/def2-TZVPD, the Open Molecules 2025 dataset).

Element x y z (Å)
C  -1.18  3.81  3.43
H  0.79  4.59  -3.40
C  -0.37  1.57  -3.92
H  -1.07  -3.18  -4.24
H  1.76  2.42  -2.72
S  2.13  1.90  1.07
H  3.17  -2.52  -4.08
S  -4.40  -2.71  2.53
N  -3.32  -3.08  4.75
H  -1.22  2.46  -0.79
C  3.11  -1.29  3.94
I  5.33  -2.63  2.34
S  -2.51  -0.39  2.05
S  -5.32  -4.91  4.34
H  -3.44  1.66  -1.39
H  -4.78  -3.91  6.87
C  -4.94  -2.41  -1.65
N  -2.59  -2.02  4.19
C  -0.76  2.70  -4.88
C  -4.33  -3.61  4.01
C  -3.12  -3.46  -0.64
C  2.16  -2.33  -3.72
F  -1.13  -2.30  -0.28
H  0.01  6.09  0.28
H  -1.11  8.73  4.29
H  -1.41  4.21  4.40
C  -0.19  -2.73  -3.81
H  5.02  -1.50  -2.60
H  1.12  2.61  -1.10
H  -3.88  -4.68  9.03
C  0.89  2.77  -2.16
C  -0.87  8.14  3.41
H  -0.22  4.65  -1.96
C  -1.48  -3.46  6.27
C  -4.24  -1.22  -1.72
C  -0.44  8.79  2.25
H  -1.44  -4.70  9.43
H  -0.26  4.06  0.33
C  2.42  -2.02  1.76
H  -0.83  -3.10  5.49
C  -2.86  -3.51  6.03
H  -1.28  -1.66  -2.29
N  -2.11  0.01  -1.26
H  0.09  -3.86  7.67
N  2.89  -0.18  -0.91
H  1.55  -0.35  5.07
C  -2.42  -2.28  -0.70
H  -2.85  1.05  -2.93
H  1.54  4.79  -1.82
H  -1.00  2.27  -5.86
F  -6.18  -2.44  -2.16
N  3.95  0.39  -0.31
N  -0.28  11.38  2.21
C  3.08  -0.72  -2.05
C  -3.04  -1.67  3.03
H  0.06  3.41  -5.02
N  4.74  1.63  1.39
H  -1.40  1.62  3.51
C  -0.59  3.74  1.30
H  4.21  -0.55  -3.87
C  1.82  -0.83  4.14
H  -4.98  -4.48  -1.07
N  1.19  -1.55  1.95
C  0.74  4.29  -2.36
N  -0.81  4.60  2.35
H  -1.11  0.78  -3.99
H  -1.33  6.29  4.35
C  -0.25  6.65  1.16
H  0.22  8.52  0.23
C  -1.48  2.29  -1.84
H  -0.13  -0.61  3.22
C  4.39  -0.62  -2.80
C  -2.92  -1.07  -1.23
H  2.62  -2.51  0.81
C  -0.30  -1.87  -2.72
C  -1.15  2.53  2.98
C  -1.00  6.77  3.44
C  -2.56  1.23  -1.89
C  -0.98  -3.89  7.49
H  1.23  -3.65  -5.14
C  3.66  1.23  0.64
N  -0.79  2.50  1.65
H  3.87  -1.18  4.70
C  -0.13  8.03  1.13
C  1.08  -2.97  -4.31
H  -1.92  3.22  -2.22
N  -0.24  1.90  -2.50
N  0.73  -1.26  -2.15
C  0.89  -0.97  3.12
C  1.95  -1.46  -2.65
C  -4.41  -3.56  -1.12
H  0.58  1.14  -4.24
H  4.63  2.51  1.87
C  3.41  -1.91  2.73
H  -1.63  3.25  -4.53
C  -0.68  6.00  2.31
H  5.65  1.43  1.00
Sn  -0.02  0.01  -0.11
C  -1.83  -4.35  8.48
F  -4.89  -0.19  -2.32
F  -2.52  -4.54  -0.13
C  -0.34  10.23  2.22
C  -3.72  -3.92  7.04
H  4.92  0.25  -2.46
C  -3.20  -4.35  8.25

## Properties
**Kohn-Sham gap**: 6.1 eV
**Net charge**: -1
**Highest occupied orbital energy**: -4.57 eV

Run two
# C43H40F4IN12S4Sn

A molecular structure, C43H40F4IN12S4Sn (ωB97M-V/def2-TZVPD, the Open Molecules 2025 dataset).

Element x y z (Å)
H  -1.64  2.98  2.43
C  3.59  -0.96  0.11
H  6.21  -1.46  -1.99
N  -0.78  -2.47  -0.04
H  2.24  5.22  0.39
C  0.96  2.49  2.18
C  0.11  3.30  -1.43
H  -2.72  -1.86  -0.30
H  -6.63  -7.44  -2.46
C  -5.14  -5.99  -1.94
C  0.22  0.74  -5.93
S  -0.78  -0.20  2.80
H  3.20  2.32  0.77
H  -0.77  -1.64  5.08
Sn  -0.04  0.28  -0.18
C  -2.08  -2.55  0.24
H  4.78  0.07  -3.37
C  -3.91  1.21  1.07
C  0.08  2.06  -5.58
F  -0.09  3.84  -4.08
C  -4.64  5.36  5.79
H  -4.78  -6.54  -1.09
S  -2.77  0.22  -1.90
C  5.26  -1.08  -1.62
C  -3.38  -0.99  -2.94
H  -4.22  0.49  0.33
H  1.11  -3.20  0.33
C  -6.64  -5.76  -3.79
C  -4.65  1.87  1.99
C  -4.09  -2.35  -4.92
N  1.54  -1.68  2.97
H  0.99  3.83  -1.82
H  -0.06  4.38  2.58
H  -0.77  3.84  -1.78
H  0.68  -2.56  5.00
H  0.11  1.81  2.31
C  -6.07  -4.55  -4.13
H  -2.01  4.20  4.03
C  -2.59  -3.46  1.16
H  -6.68  4.77  5.51
C  4.82  -1.44  -0.36
C  0.34  -1.35  3.41
C  0.04  2.50  -4.27
N  -3.98  -2.09  -2.59
N  1.16  2.66  0.74
C  -4.95  6.28  6.85
N  2.82  -0.18  -0.66
H  -0.84  2.92  0.43
H  1.59  4.34  3.20
C  4.48  -0.25  -2.39
C  -4.55  -4.78  -2.28
N  1.90  -1.15  1.77
I  1.03  -5.41  2.51
C  -3.33  5.19  5.36
C  -5.66  4.64  5.17
C  2.51  3.05  0.34
C  -2.54  2.50  2.09
H  1.83  1.95  2.56
N  -5.20  7.02  7.70
H  0.02  4.45  0.35
N  -4.38  -2.83  -3.69
N  0.12  1.91  -1.85
F  0.48  -1.46  -5.13
H  4.24  -2.99  2.28
C  0.70  3.73  3.03
C  -0.37  -4.21  1.53
H  0.23  0.42  -6.96
C  -1.72  -4.30  1.83
C  3.14  -1.32  1.47
C  -5.00  -4.07  -3.38
H  -2.53  5.75  5.84
C  0.27  0.27  -3.58
H  -6.18  3.22  3.68
H  3.80  -1.75  3.44
C  0.32  -0.15  -4.88
N  -2.59  1.61  1.14
S  -4.36  -3.03  -6.42
H  2.62  0.81  -2.44
F  -0.02  3.00  -6.55
C  -5.37  3.77  4.14
C  -3.04  4.32  4.33
C  0.12  1.61  -3.16
C  0.06  -3.29  0.58
H  2.57  2.92  -0.74
C  2.97  4.47  0.69
H  5.41  -2.10  0.26
H  -7.47  -6.14  -4.39
C  -6.18  -6.49  -2.71
H  -3.65  -3.49  1.35
H  -5.69  1.82  2.21
H  5.12  -1.46  2.29
C  3.26  0.16  -1.86
C  0.08  3.38  0.08
N  -0.05  -2.06  4.52
H  3.15  4.58  1.76
F  0.43  -0.68  -2.61
H  -3.74  -4.36  -1.69
H  -6.43  -3.98  -4.97
H  -2.07  -5.00  2.57
H  0.33  3.42  4.01
C  4.14  -1.91  2.43
C  -4.06  3.60  3.71
S  -3.28  -0.83  -4.69
N  -3.77  2.71  2.66
H  3.90  4.68  0.17

## Properties
**Kohn-Sham gap**: 6.2 eV
**Net charge**: -1
**Highest occupied orbital energy**: -4.65 eV

Most stable structure - run two; separation to the second - 0.0125 hartree.

Run one
# C11H21N3

A molecular structure, C11H21N3 (ωB97M-V/def2-TZVPD, the Open Molecules 2025 dataset).

Element x y z (Å)
H  2.83  2.46  -1.14
H  -3.68  -1.15  0.85
N  0.36  1.56  0.54
H  3.65  0.56  0.82
C  2.32  -1.08  1.00
H  2.89  -1.50  1.84
C  2.58  0.31  1.04
H  0.09  -2.69  0.43
C  -3.34  1.04  0.76
H  2.69  -3.11  0.34
H  1.11  -0.57  -1.31
C  -0.14  -2.09  -0.40
C  1.60  1.20  0.12
C  -3.50  -0.37  -0.02
H  -3.44  2.11  0.16
H  1.14  -1.08  1.13
C  -2.34  -0.73  -0.69
C  -0.05  2.81  -0.07
C  2.43  -2.11  -0.20
C  1.95  2.27  -0.72
H  -1.66  0.07  -1.31
N  0.91  3.25  -0.93
H  -0.81  -0.37  0.84
H  -1.01  3.60  0.42
H  0.84  4.21  -1.27
H  1.23  -2.09  -2.28
N  -1.23  -1.14  0.19
H  -2.50  -1.52  -1.57
H  -0.53  -2.82  -1.06
H  -2.46  0.97  1.31
H  -4.10  1.08  1.60
H  2.14  0.80  2.23
C  1.17  -1.67  -1.14
H  3.35  -1.79  -0.89
H  -4.49  -0.43  -0.61

## Properties
**Kohn-Sham gap**: 8.3 eV
**Net charge**: 0
**Highest occupied orbital energy**: -7.56 eV

Run two
# C11H21N3

2 unconnected molecules or ions with the total composition C11H21N3 (ωB97M-V/def2-TZVPD, the Open Molecules 2025 dataset).

Element x y z (Å)
H  4.32  1.23  -0.59
C  2.46  -2.31  0.52
H  0.85  2.08  1.03
H  -2.96  0.83  2.21
C  1.75  2.25  0.54
C  -3.11  -0.81  -1.54
H  -1.49  1.45  1.90
H  0.24  -0.96  2.17
N  2.42  -3.39  0.94
H  -1.21  -0.83  -3.22
H  -1.90  0.36  3.25
H  1.40  1.46  -1.45
H  1.81  3.15  0.06
H  -3.46  0.16  -1.19
H  3.68  1.63  -2.17
H  -0.41  -2.44  1.68
H  -0.82  0.61  -2.35
H  -1.03  -1.64  3.21
C  1.87  -0.10  -0.19
N  2.55  -1.05  0.21
C  -1.99  0.53  2.17
C  -1.66  -0.70  1.27
C  -1.60  -0.95  -1.23
C  -0.64  -1.54  2.20
H  3.69  2.81  -0.77
C  2.05  1.29  -0.67
C  3.53  1.76  -1.07
H  -3.32  -0.96  -2.52
H  0.21  -0.59  -2.24
N  -1.12  -0.40  0.00
H  -2.64  -1.40  1.27
H  -3.76  -1.55  -0.95
H  2.53  2.46  1.23
C  -0.80  -0.42  -2.40
H  -1.42  -2.01  -1.31

## Properties
**Kohn-Sham gap (spin up / spin down)**: 9.2 / 7.1 eV
**Net charge**: 0
**Highest occupied orbital energy (spin up / spin down)**: -9.06 / -7.48 eV

Most stable structure - run two; separation to the second - 0.0339 hartree.